[1]
{
  "formula": "C53H124N10O9",
  "method": "the ωB97M-V functional and the def2-TZVPD basis",
  "max_force_ha_per_bohr": 0.055,
  "e_above_lowest_ev": 0.000,
  "e_homo_ev": -8.1,
  "multiplicity": 1,
  "total_energy_ha": -3318.22050,
  "total_charge": 0,
  "smiles": "CC1(C)CCCC(C)(C)N1O.CC1(C)CCCC(C)(C)N1O.CC1(C)CCCC(C)(C)N1O.CC1(C)CCCC(C)(C)N1O.COC[C@H](C)N.COC[C@H](C)N.COC[C@H](C)N.COC[C@H](C)N.NC(N)=O",
  "species": ["C", "C", "C", "C", "C", "C", "C", "C", "C", "N", "O", "H", "H", "H", "H", "H", "H", "H", "H", "H", "H", "H", "H", "H", "H", "H", "H", "H", "H", "H", "C", "C", "C", "C", "C", "C", "C", "C", "C", "N", "O", "H", "H", "H", "H", "H", "H", "H", "H", "H", "H", "H", "H", "H", "H", "H", "H", "H", "H", "H", "C", "C", "C", "C", "C", "C", "C", "C", "C", "N", "O", "H", "H", "H", "H", "H", "H", "H", "H", "H", "H", "H", "H", "H", "H", "H", "H", "H", "H", "H", "C", "C", "C", "C", "C", "C", "C", "C", "C", "N", "O", "H", "H", "H", "H", "H", "H", "H", "H", "H", "H", "H", "H", "H", "H", "H", "H", "H", "H", "H", "C", "O", "C", "C", "C", "N", "H", "H", "H", "H", "H", "H", "H", "H", "H", "H", "H", "C", "O", "C", "C", "C", "N", "H", "H", "H", "H", "H", "H", "H", "H", "H", "H", "H", "C", "O", "C", "C", "C", "N", "H", "H", "H", "H", "H", "H", "H", "H", "H", "H", "H", "C", "O", "C", "C", "C", "N", "H", "H", "H", "H", "H", "H", "H", "H", "H", "H", "H", "N", "C", "N", "O", "H", "H", "H", "H"],
  "positions_angstrom": [[12.01, -9.84, 19.08], [11.89, -11.35, 19.30], [10.49, -11.84, 18.82], [13.06, -11.92, 18.45], [13.20, -13.41, 18.71], [13.40, -13.65, 20.20], [12.31, -13.10, 21.09], [11.14, -14.08, 21.10], [12.88, -13.09, 22.55], [12.10, -11.69, 20.70], [11.22, -11.01, 21.54], [11.98, -9.58, 18.02], [11.18, -9.35, 19.60], [12.91, -9.42, 19.53], [10.10, -12.79, 19.18], [9.72, -11.09, 18.96], [10.55, -11.97, 17.73], [12.82, -11.74, 17.40], [13.98, -11.38, 18.68], [12.40, -13.98, 18.23], [14.05, -13.79, 18.13], [14.35, -13.16, 20.42], [13.49, -14.71, 20.45], [10.84, -14.44, 20.12], [10.30, -13.55, 21.57], [11.44, -14.97, 21.64], [13.41, -14.02, 22.75], [12.16, -12.94, 23.36], [13.54, -12.21, 22.59], [11.72, -10.23, 21.83], [11.25, 0.11, 22.18], [10.15, -0.29, 21.22], [10.23, -1.79, 20.81], [8.90, 0.02, 22.12], [7.58, 0.06, 21.37], [7.62, 1.02, 20.17], [8.85, 0.80, 19.28], [8.66, -0.36, 18.29], [9.04, 2.12, 18.54], [10.09, 0.61, 20.07], [11.31, 0.73, 19.36], [12.21, -0.15, 21.71], [11.33, 1.19, 22.27], [11.21, -0.27, 23.20], [9.20, -2.12, 20.66], [10.78, -1.93, 19.88], [10.68, -2.40, 21.59], [8.82, -0.81, 22.83], [8.94, 0.94, 22.70], [7.43, -0.95, 20.98], [6.79, 0.24, 22.10], [7.48, 2.07, 20.46], [6.72, 0.89, 19.55], [8.08, -0.14, 17.39], [8.40, -1.36, 18.67], [9.68, -0.57, 17.95], [8.21, 2.26, 17.85], [9.93, 2.20, 17.91], [9.08, 2.98, 19.20], [11.66, 1.61, 19.56], [7.48, -7.45, 22.42], [6.52, -6.73, 21.43], [5.15, -6.75, 22.19], [6.87, -5.20, 21.31], [7.98, -4.93, 20.29], [7.59, -5.56, 18.95], [7.31, -7.07, 19.03], [6.79, -7.46, 17.65], [8.68, -7.80, 19.18], [6.35, -7.33, 20.11], [5.84, -8.62, 20.06], [8.51, -7.50, 22.07], [7.46, -6.97, 23.40], [7.14, -8.49, 22.49], [4.62, -7.70, 22.27], [5.25, -6.22, 23.14], [4.49, -6.06, 21.66], [5.98, -4.63, 21.02], [7.35, -4.76, 22.19], [7.94, -3.85, 20.18], [8.94, -5.25, 20.69], [8.10, -5.26, 18.04], [6.59, -5.15, 18.78], [7.46, -7.00, 16.93], [5.75, -7.14, 17.52], [6.78, -8.54, 17.50], [9.40, -7.41, 19.90], [9.27, -7.88, 18.26], [8.58, -8.88, 19.32], [6.61, -9.21, 20.23], [11.46, -4.44, 26.18], [12.05, -5.13, 24.93], [11.73, -4.30, 23.67], [13.57, -5.24, 25.15], [14.26, -6.27, 24.25], [13.64, -7.67, 24.27], [12.09, -7.57, 24.04], [11.69, -7.32, 22.56], [11.53, -8.92, 24.51], [11.52, -6.54, 24.94], [10.11, -6.56, 24.98], [11.76, -4.95, 27.10], [11.91, -3.45, 26.22], [10.40, -4.21, 26.29], [10.64, -4.34, 23.53], [11.89, -3.22, 23.76], [12.22, -4.65, 22.76], [14.01, -4.27, 24.89], [13.74, -5.47, 26.20], [14.14, -5.86, 23.24], [15.34, -6.37, 24.39], [13.85, -8.30, 25.13], [14.07, -8.09, 23.36], [11.50, -8.26, 22.05], [12.35, -6.66, 21.98], [10.78, -6.72, 22.45], [10.44, -8.91, 24.49], [11.87, -9.11, 25.53], [11.92, -9.78, 23.96], [9.98, -6.49, 25.93], [7.73, -8.48, 14.13], [8.30, -7.21, 14.02], [7.43, -6.24, 13.42], [8.18, -4.90, 13.33], [8.47, -4.29, 14.70], [7.32, -4.01, 12.52], [7.52, -8.99, 13.19], [6.82, -8.43, 14.75], [8.44, -9.17, 14.58], [7.25, -6.57, 12.39], [6.49, -6.24, 13.98], [9.14, -5.10, 12.84], [7.54, -4.23, 15.26], [8.98, -3.34, 14.60], [9.01, -5.02, 15.31], [7.13, -4.45, 11.64], [6.45, -3.79, 12.99], [2.94, -2.96, 20.13], [3.11, -2.60, 21.46], [2.79, -3.68, 22.35], [3.34, -3.27, 23.72], [4.85, -3.16, 23.84], [2.97, -4.20, 24.78], [3.59, -3.79, 19.80], [3.26, -2.18, 19.43], [1.91, -3.22, 19.87], [1.71, -3.80, 22.43], [3.20, -4.62, 21.98], [2.86, -2.34, 24.03], [5.29, -2.92, 24.81], [5.20, -2.36, 23.17], [5.40, -4.06, 23.56], [3.15, -3.76, 25.67], [1.98, -4.41, 24.78], [8.47, -11.29, 25.13], [8.00, -10.90, 23.84], [7.28, -11.86, 23.11], [6.66, -11.25, 21.89], [6.02, -12.34, 21.01], [7.66, -10.64, 20.96], [7.58, -11.36, 25.76], [9.09, -10.46, 25.47], [9.01, -12.24, 25.08], [7.82, -12.81, 23.02], [6.42, -12.16, 23.74], [5.84, -10.62, 22.23], [6.72, -13.13, 20.73], [5.70, -11.88, 20.08], [5.17, -12.90, 21.41], [8.28, -10.28, 21.68], [8.17, -11.38, 20.49], [3.18, -5.98, 15.97], [3.54, -5.09, 17.04], [4.69, -4.32, 16.67], [4.47, -3.34, 15.55], [3.25, -2.42, 15.66], [4.62, -3.81, 14.15], [2.67, -5.35, 15.24], [2.59, -6.80, 16.38], [4.06, -6.50, 15.57], [4.87, -3.75, 17.59], [5.57, -4.93, 16.48], [5.32, -2.64, 15.57], [2.32, -3.00, 15.71], [3.24, -1.81, 14.75], [3.26, -1.91, 16.62], [4.63, -2.98, 13.57], [3.77, -4.32, 13.96], [3.33, -7.06, 19.19], [2.32, -7.93, 19.45], [2.75, -8.96, 20.20], [1.20, -7.71, 18.96], [3.12, -6.21, 18.69], [4.24, -7.20, 19.59], [3.68, -9.00, 20.58], [2.09, -9.65, 20.51]],
  "lowdin_charge": [-0.035, -0.495, -0.005, -0.139, -0.181, -0.148, -0.509, -0.040, -0.029, -0.112, -0.016, 0.094, 0.056, 0.090, 0.060, 0.056, 0.086, 0.118, 0.121, 0.110, 0.110, 0.125, 0.123, 0.070, 0.080, 0.087, 0.081, 0.074, 0.082, 0.063, -0.063, -0.490, 0.000, -0.145, -0.177, -0.127, -0.495, -0.023, -0.050, -0.117, -0.012, 0.081, 0.085, 0.083, 0.041, 0.088, 0.064, 0.119, 0.120, 0.095, 0.110, 0.111, 0.120, 0.081, 0.066, 0.081, 0.088, 0.079, 0.085, 0.103, -0.007, -0.439, -0.033, -0.121, -0.168, -0.127, -0.479, -0.029, -0.029, -0.109, -0.040, 0.061, 0.084, 0.058, 0.076, 0.075, 0.046, 0.110, 0.118, 0.090, 0.105, 0.117, 0.105, 0.077, 0.075, 0.087, 0.066, 0.085, 0.053, 0.048, -0.048, -0.484, -0.037, -0.133, -0.178, -0.112, -0.469, -0.010, -0.043, -0.104, -0.026, 0.084, 0.086, 0.081, 0.080, 0.077, 0.068, 0.120, 0.114, 0.099, 0.111, 0.113, 0.117, 0.057, 0.074, 0.065, 0.069, 0.088, 0.077, 0.099, -0.145, -0.202, -0.188, -0.415, -0.053, 0.031, 0.086, 0.076, 0.087, 0.119, 0.111, 0.137, 0.055, 0.079, 0.071, 0.062, 0.020, -0.136, -0.172, -0.167, -0.426, -0.060, 0.015, 0.070, 0.081, 0.098, 0.129, 0.100, 0.136, 0.077, 0.072, 0.050, 0.069, 0.068, -0.075, -0.210, -0.224, -0.398, -0.064, 0.061, 0.090, 0.073, 0.090, 0.129, 0.130, 0.138, 0.077, 0.080, 0.079, 0.069, 0.065, -0.065, -0.222, -0.197, -0.425, -0.045, 0.035, 0.076, 0.090, 0.086, 0.119, 0.100, 0.135, 0.077, 0.076, 0.077, 0.074, 0.059, 0.175, -0.687, 0.165, -0.006, 0.071, 0.052, 0.063, 0.105]
}

---

[2]
{
  "formula": "C34H43BClN10O6S2Sm",
  "method": "the ωB97M-V functional and the def2-TZVPD basis",
  "max_force_ha_per_bohr": 0.046,
  "e_above_lowest_ev": 0.466,
  "e_homo_ev": [-7.9, -7.9],
  "multiplicity": 6,
  "total_energy_ha": -4259.78053,
  "total_charge": 0,
  "species": ["Sm", "C", "C", "C", "C", "C", "C", "N", "N", "B", "N", "C", "C", "C", "N", "C", "C", "C", "N", "C", "C", "C", "N", "C", "C", "C", "H", "H", "H", "H", "H", "H", "H", "H", "H", "H", "H", "H", "H", "H", "H", "H", "H", "H", "H", "H", "H", "H", "H", "H", "H", "H", "H", "H", "O", "S", "O", "N", "C", "C", "C", "C", "C", "C", "C", "C", "N", "C", "C", "C", "C", "C", "C", "C", "H", "H", "H", "H", "H", "H", "H", "H", "H", "H", "H", "O", "Cl", "O", "O", "O", "N", "C", "N", "S", "H", "H", "H", "H"],
  "positions_angstrom": [[0.40, -0.10, 0.32], [0.10, 0.92, -4.89], [-0.64, 1.19, -3.57], [-1.30, -0.05, -3.01], [0.26, 1.93, -2.60], [0.60, 3.28, -2.77], [1.38, 3.60, -1.68], [1.52, 2.51, -0.92], [0.83, 1.46, -1.47], [2.35, 2.53, 0.39], [3.42, 1.43, 0.39], [4.71, 1.71, 0.60], [5.41, 0.54, 0.56], [4.45, -0.46, 0.30], [3.23, 0.09, 0.20], [4.93, -1.89, 0.05], [5.84, -2.34, 1.21], [3.93, -3.01, -0.20], [1.51, 2.46, 1.70], [1.41, 3.45, 2.59], [0.65, 3.02, 3.65], [0.31, 1.70, 3.34], [0.84, 1.36, 2.15], [-0.51, 0.77, 4.19], [0.39, 0.00, 5.16], [-1.58, 1.53, 4.97], [-0.59, 0.48, -5.62], [0.93, 0.22, -4.73], [0.51, 1.84, -5.31], [-1.43, 1.90, -3.80], [-0.56, -0.74, -2.64], [-1.86, -0.57, -3.79], [-1.99, 0.19, -2.20], [0.30, 3.93, -3.58], [1.86, 4.53, -1.41], [2.91, 3.59, 0.41], [5.04, 2.73, 0.76], [6.48, 0.42, 0.68], [5.55, -1.81, -0.84], [5.26, -2.39, 2.14], [6.68, -1.67, 1.38], [6.23, -3.33, 1.00], [3.42, -3.29, 0.72], [4.48, -3.89, -0.55], [3.19, -2.74, -0.95], [1.90, 4.40, 2.40], [0.37, 3.58, 4.53], [-1.00, 0.06, 3.54], [0.86, 0.69, 5.87], [1.18, -0.54, 4.65], [-0.20, -0.72, 5.74], [-1.11, 2.20, 5.71], [-2.20, 0.83, 5.53], [-2.21, 2.12, 4.31], [-0.96, 2.37, 0.37], [-2.25, 1.79, 0.70], [-2.79, 2.04, 2.01], [-2.03, 0.24, 0.35], [-3.02, -0.73, 0.65], [-4.23, -0.53, 1.28], [-5.16, -1.57, 1.48], [-4.88, -2.84, 1.09], [-3.64, -3.11, 0.47], [-3.25, -4.42, 0.11], [-2.02, -4.64, -0.41], [-1.17, -3.54, -0.60], [-1.49, -2.30, -0.33], [-2.72, -2.07, 0.23], [-3.41, 2.48, -0.44], [-4.77, 2.54, -0.12], [-5.66, 3.08, -1.03], [-5.20, 3.59, -2.24], [-3.84, 3.56, -2.54], [-2.94, 3.00, -1.64], [-4.46, 0.45, 1.68], [-6.09, -1.35, 1.98], [-5.58, -3.66, 1.26], [-3.95, -5.24, 0.28], [-1.68, -5.64, -0.67], [-0.17, -3.70, -0.99], [-5.11, 2.18, 0.85], [-6.71, 3.13, -0.78], [-5.90, 4.02, -2.94], [-3.48, 3.97, -3.47], [-1.88, 3.01, -1.84], [1.95, -1.26, 2.38], [1.02, -2.22, 1.87], [1.19, -3.54, 2.38], [-0.33, -1.71, 2.11], [1.18, -2.22, 0.39], [3.23, -3.36, -3.83], [2.16, -2.68, -3.38], [0.98, -3.33, -3.53], [2.29, -1.16, -2.71], [3.14, -4.18, -4.40], [4.12, -2.88, -3.81], [0.94, -4.32, -3.70], [0.17, -2.90, -3.12]],
  "lowdin_charge": [1.734, -0.060, -0.363, -0.072, -0.284, -0.017, -0.055, -0.027, -0.052, -0.534, -0.041, -0.072, -0.024, -0.246, 0.063, -0.352, -0.070, -0.092, -0.030, -0.053, 0.010, -0.252, -0.035, -0.365, -0.049, -0.068, 0.080, 0.036, 0.079, 0.120, 0.007, 0.090, 0.058, 0.115, 0.128, 0.122, 0.122, 0.101, 0.133, 0.091, 0.063, 0.078, 0.064, 0.084, -0.009, 0.127, 0.109, 0.108, 0.086, 0.060, 0.084, 0.076, 0.083, 0.062, -0.343, 0.593, -0.278, -0.244, -0.236, -0.017, -0.066, -0.050, -0.149, -0.008, -0.042, -0.146, 0.074, -0.161, -0.249, -0.054, -0.071, -0.078, -0.067, -0.053, 0.079, 0.108, 0.111, 0.120, 0.107, 0.095, 0.101, 0.106, 0.104, 0.107, 0.088, -0.312, 0.663, -0.238, -0.376, -0.522, 0.093, -0.922, 0.103, 0.712, 0.104, 0.093, 0.105, 0.065]
}

---

[3]
{
  "formula": "C2H3N",
  "method": "the ωB97M-V functional and the def2-TZVPD basis",
  "max_force_ha_per_bohr": 0.107,
  "e_above_lowest_ev": 0.439,
  "e_homo_ev": -11.6,
  "multiplicity": 1,
  "total_energy_ha": -132.73556,
  "total_charge": 0,
  "smiles": "CC#N",
  "species": ["C", "C", "N", "H", "H", "H"],
  "positions_angstrom": [[0.43, -0.03, -0.01], [-0.91, -0.15, 0.06], [-2.03, 0.01, -0.01], [0.92, -0.83, -0.48], [0.69, 0.89, -0.52], [0.90, 0.11, 0.97]],
  "lowdin_charge": [-0.100, -0.342, 0.157, 0.074, 0.102, 0.109]
}

---

[4]
{
  "formula": "C6H6O",
  "method": "the ωB97M-V functional and the def2-TZVPD basis",
  "max_force_ha_per_bohr": 0.009,
  "e_above_lowest_ev": 3.657,
  "e_homo_ev": -9.2,
  "multiplicity": 1,
  "total_energy_ha": -307.32904,
  "total_charge": 0,
  "smiles": "C#CC(=C)[C@@H]1CO1",
  "species": ["C", "C", "C", "C", "C", "C", "O", "H", "H", "H", "H", "H", "H"],
  "positions_angstrom": [[2.94, -0.41, 0.79], [1.76, -0.38, 0.54], [0.36, -0.37, 0.21], [-0.28, -1.50, -0.10], [-0.33, 0.96, 0.10], [-1.79, 1.08, 0.25], [-1.19, 1.07, -1.03], [3.99, -0.45, 1.00], [0.23, -2.46, -0.14], [-1.34, -1.47, -0.37], [0.29, 1.83, 0.30], [-2.37, 0.20, 0.52], [-2.23, 2.03, 0.53]],
  "lowdin_charge": [0.130, -0.105, -0.269, 0.098, -0.251, -0.118, -0.031, 0.028, 0.079, 0.072, 0.146, 0.110, 0.112]
}

---

[5]
{
  "formula": "C9H23NOSi",
  "method": "the ωB97M-V functional and the def2-TZVPD basis",
  "max_force_ha_per_bohr": 0.097,
  "e_above_lowest_ev": 3.582,
  "e_homo_ev": -7.6,
  "multiplicity": 1,
  "total_energy_ha": -776.11689,
  "total_charge": 0,
  "species": ["C", "C", "C", "C", "C", "C", "C", "C", "C", "N", "O", "Si", "H", "H", "H", "H", "H", "H", "H", "H", "H", "H", "H", "H", "H", "H", "H", "H", "H", "H", "H", "H", "H", "H", "H"],
  "positions_angstrom": [[0.80, 0.33, -3.46], [-2.23, -0.89, -1.37], [-2.99, 1.13, 0.08], [0.21, -1.92, 2.42], [2.38, -1.59, 1.35], [1.50, 2.22, 1.40], [0.95, 1.15, -2.11], [-2.23, -0.19, 0.05], [0.92, -1.68, 1.14], [0.32, 1.44, 1.38], [1.04, 0.28, -1.05], [0.28, 0.01, 0.45], [0.31, 0.94, -4.30], [1.73, -0.01, -3.82], [0.21, -0.64, -3.08], [-1.73, -1.92, -1.20], [-3.25, -1.08, -1.50], [-1.91, -0.33, -2.28], [-4.05, 0.95, 0.17], [-2.70, 1.56, -0.95], [-2.92, 1.89, 0.93], [0.17, -1.11, 3.25], [-0.80, -2.08, 2.09], [0.59, -2.96, 2.83], [2.91, -2.60, 1.47], [2.48, -0.97, 2.36], [2.99, -1.26, 0.51], [2.21, 2.00, 0.48], [1.18, 3.26, 1.36], [2.06, 1.97, 2.33], [0.13, 1.81, -1.98], [1.91, 1.70, -2.07], [-2.66, -0.88, 0.68], [0.59, -2.48, 0.54], [-0.41, 1.99, 1.87]],
  "lowdin_charge": [-0.062, -0.159, -0.164, -0.178, -0.154, -0.210, -0.324, -0.331, -0.524, -0.174, -0.256, 0.694, 0.089, 0.028, 0.105, 0.093, 0.029, 0.063, 0.046, 0.088, 0.071, 0.110, 0.041, 0.120, 0.096, 0.123, 0.062, 0.110, 0.070, 0.078, 0.092, 0.113, 0.021, 0.090, 0.105]
}

---

[6]
{
  "formula": "CH4O3S",
  "method": "the ωB97M-V functional and the def2-TZVPD basis",
  "max_force_ha_per_bohr": 0.077,
  "e_above_lowest_ev": 1.957,
  "e_homo_ev": -9.8,
  "multiplicity": 1,
  "total_energy_ha": -664.35023,
  "total_charge": 0,
  "smiles": "OC(O)(O)S",
  "species": ["O", "C", "O", "O", "S", "H", "H", "H", "H"],
  "positions_angstrom": [[1.01, 0.89, -0.30], [0.03, 0.00, 0.01], [-0.67, 0.16, 1.13], [0.81, -1.35, 0.18], [-1.15, -0.07, -1.35], [1.70, 1.03, 0.44], [-1.56, 0.46, 0.88], [0.77, -2.27, 0.67], [-0.95, 1.14, -1.66]],
  "lowdin_charge": [-0.012, -0.983, 0.001, -0.144, 0.899, 0.170, 0.087, 0.148, -0.165]
}